Formula: C26H30F6KN11O6S4
Source: the OMol25 dataset
Level of theory: ωB97M-V/def2-TZVPD

Geometry (Å):
K -0.67083 -0.81162 0.31685
S -1.16008 2.29886 0.66753
C -1.76967 2.63052 -0.91964
N -2.73244 3.45445 -1.20141
N -3.34381 3.97476 -0.11873
C -4.48392 4.73095 -0.23343
C -4.99378 5.12818 -1.47799
C -6.14821 5.89283 -1.54070
C -6.81854 6.28715 -0.38813
C -6.30343 5.90404 0.84613
C -5.15217 5.13954 0.92997
N -1.22594 2.12940 -2.14146
N -0.61252 1.06376 -2.10465
C -0.01523 0.73143 -3.36371
C 0.45284 1.68648 -4.25905
C 1.05063 1.28713 -5.44628
C 1.15092 -0.06464 -5.76023
C 0.67800 -1.01363 -4.86375
C 0.11938 -0.61828 -3.65857
H -3.01645 3.63577 0.78376
H -4.47110 4.81010 -2.36924
H -6.53560 6.18670 -2.50885
H -7.72886 6.87100 -0.44897
H -6.80724 6.20416 1.75731
H -4.76107 4.82668 1.89370
H 0.34982 2.73110 -3.99978
H 1.43858 2.03398 -6.13087
H 1.60915 -0.37424 -6.69280
H 0.75926 -2.06867 -5.09967
H -0.20620 -1.34691 -2.92450
N 0.79833 -0.11520 2.72700
N 1.72978 -0.65633 3.65240
C 2.44756 -1.84500 3.30446
O 2.87308 -2.50617 4.26708
O 2.60079 -2.09033 2.06238
H 0.62469 0.85021 2.96748
H -0.08507 -0.60021 2.80134
H 1.39573 -0.72876 4.59866
N 0.54135 -2.86803 -0.70344
C 1.55500 -3.42737 -0.63750
N 2.69260 -4.10520 -0.59701
C 3.28661 -4.59305 0.65455
C 4.61714 -3.87899 0.96277
C 5.20147 -3.24204 -0.30285
C 4.98519 -4.17172 -1.49799
C 3.48383 -4.26118 -1.82192
H 3.44466 -5.67062 0.53878
H 2.58110 -4.41958 1.46133
H 5.31809 -4.61149 1.37774
H 4.43335 -3.11961 1.72418
H 6.26425 -3.02811 -0.16356
H 4.69818 -2.29419 -0.50145
H 5.37530 -5.16638 -1.25856
H 5.51458 -3.81141 -2.38328
H 3.25425 -5.22633 -2.28822
H 3.19330 -3.46929 -2.50925
C 2.70308 2.83321 -1.56912
N 3.03769 1.98543 -0.44655
C 3.17104 2.42843 0.86554
C 3.32468 1.33740 1.62803
N 3.30006 0.23084 0.79052
C 3.10423 0.61628 -0.48723
S 3.02727 -0.35222 -1.88025
H 3.42913 3.64349 -1.66261
H 1.70103 3.24731 -1.44061
H 2.72558 2.21817 -2.46331
H 3.12685 3.47355 1.12461
H 3.43512 1.22861 2.69382
H 2.99828 -0.70440 1.17388
F -2.85393 1.03012 3.51690
C -3.84193 0.58328 2.75207
F -4.90251 0.31140 3.51756
F -4.20677 1.52954 1.88937
S -3.29821 -0.94711 1.79651
O -1.94329 -1.21998 2.23131
O -3.45426 -0.59290 0.41545
N -4.31416 -2.08126 2.24023
S -3.98866 -2.77948 3.64839
O -5.05948 -3.66386 4.00306
O -3.49449 -1.87521 4.65126
C -2.55434 -3.95405 3.31184
F -2.34990 -4.12222 2.00330
F -2.86483 -5.15220 3.83351
F -1.43395 -3.53672 3.88452

Cartesian forces (eV/Å) of the 2 atoms listed first:
1.193 0.658 -1.411
0.239 -0.129 -0.265

Properties
Net charge: -2
HOMO-LUMO gap (eV): 6.413

---

Formula: C26H30FeNO
Source: the OMol25 dataset
Level of theory: ωB97M-V/def2-TZVPD

Geometry (Å):
C -3.03017 4.62120 0.00010
C -1.96607 3.57437 0.39065
C -2.36018 2.17156 0.08758
C -3.11080 1.32922 0.91272
C -3.64589 1.55887 2.26465
N -3.35659 0.16674 0.22958
C -2.77606 0.22639 -1.02238
C -2.17765 1.47821 -1.15476
C -1.48571 2.04677 -2.33474
H -2.66674 5.62258 0.25219
H -3.24100 4.58360 -1.07579
H -3.96664 4.44396 0.54423
H -1.01863 3.79147 -0.12779
H -1.76274 3.65266 1.47190
H -3.35932 2.56581 2.58982
H -4.74475 1.47684 2.28374
H -3.24094 0.82493 2.97884
H -3.90471 -0.60696 0.59785
H -2.86664 -0.56732 -1.75628
H -1.46669 1.31561 -3.15746
H -1.98622 2.95652 -2.71101
H -0.44287 2.32441 -2.10578
C 2.97301 2.85586 4.34881
O 2.84243 3.13804 2.93565
C 2.45049 2.12879 2.11832
C 2.23066 2.43007 0.74791
C 1.70919 1.47752 -0.08926
C 1.38540 0.16376 0.37519
C 0.72846 -0.73394 -0.48529
C 0.64304 -2.14121 -0.25333
C -0.46733 -3.00713 -0.67866
C -0.18781 -4.35245 -0.25675
C 1.12079 -4.36802 0.38404
C 1.64577 -3.03293 0.36335
Fe 1.20583 -3.63354 -1.46238
C 2.49927 -2.86421 -2.75985
C 1.13077 -2.76500 -3.23615
C 0.56784 -4.10780 -3.26341
C 1.58943 -5.03204 -2.80016
C 2.78135 -4.26211 -2.48827
C 1.70395 -0.14229 1.73521
C 2.20878 0.81433 2.58935
H 3.27179 3.81459 4.76807
H 2.01827 2.52474 4.78200
H 3.74514 2.09582 4.53416
H 2.46597 3.43583 0.40393
H 1.56479 1.70279 -1.14773
H 0.22520 -0.34218 -1.37501
H -1.37401 -2.60982 -1.12286
H -0.85165 -5.20788 -0.34139
H 1.57902 -5.23096 0.86072
H 2.56414 -2.66584 0.81075
H 3.21730 -2.04970 -2.71817
H 0.64988 -1.86120 -3.60026
H -0.42105 -4.37520 -3.62743
H 1.50420 -6.11469 -2.76382
H 3.74780 -4.66770 -2.20349
H 1.51221 -1.14250 2.12098
H 2.39668 0.57079 3.63734

Cartesian forces (eV/Å) of the 2 atoms listed first:
0.251 -0.166 0.073
0.195 0.183 0.203

Properties
Net charge: -1
2S+1: 5
⟨S²⟩: 6.1360
HOMO-LUMO gap (spin up / spin down) (eV): 3.619 / 5.367

---

Question: What is the net charge in the second record?
Answer: -1

---

Question: The highest net charge belongs to which entry?
Answer: C26H30FeNO

---

Question: net charge of number 1 (C26H30F6KN11O6S4)?
Answer: -2

---

Question: Which of these has the lowest net charge?
Answer: C26H30F6KN11O6S4